## one
15
Properties=species:S:1:pos:R:3 method="wB97M-V/def2-TZVPD" orbital_gap_ev=11.36 charge=+1 smiles="C[C@@H]([NH3+])C(N)=O" lumo_ev=-3.38 homo_energy_ev=-14.74
C -1.35 0.01 0.10
C 1.31 0.78 0.46
C 0.32 -0.13 -0.30
N -1.76 1.24 -0.12
N 0.62 -1.56 -0.15
O -1.83 -0.98 0.47
H 0.68 1.57 0.73
H 2.01 1.06 -0.28
H 1.73 0.20 1.28
H 0.34 0.18 -1.35
H -1.26 1.92 -0.60
H -2.72 1.41 0.14
H -0.35 -1.97 -0.02
H 1.24 -1.87 0.62
H 1.03 -1.85 -0.99


## two
15
Properties=species:S:1:pos:R:3 method="wB97M-V/def2-TZVPD" orbital_gap_ev=7.75 charge=+1 lumo_ev=-5.04 homo_energy_ev=-12.79
C -0.40 -0.61 2.16
C 0.57 1.50 -2.66
C -0.28 0.27 0.95
N 0.81 0.82 -1.64
N -1.12 -1.78 1.76
O 0.66 1.16 0.77
H 0.53 -0.78 2.65
H -0.97 -0.26 3.02
H 0.59 1.21 -3.68
H 0.35 2.60 -2.44
H -0.97 0.08 0.13
H 1.13 -0.13 -1.96
H -1.93 -1.55 1.34
H -0.63 -2.65 1.67
H 0.93 1.38 -0.78


## three
15
Properties=species:S:1:pos:R:3 method="wB97M-V/def2-TZVPD" orbital_gap_ev=10.88 charge=+1 smiles="NC(=O)CC[NH3+]" lumo_ev=-3.45 homo_energy_ev=-14.33
C -0.88 0.94 0.14
C -0.36 -0.38 0.77
C 0.94 -0.89 0.10
N 2.12 -1.04 0.84
O 0.91 -0.79 -1.13
N -1.11 0.77 -1.36
H -0.18 1.75 0.40
H -1.74 1.37 0.77
H -0.14 -0.14 1.83
H -1.13 -1.09 0.67
H 2.15 -1.21 1.77
H 2.96 -1.52 0.46
H -1.52 1.72 -1.77
H -1.70 -0.02 -1.58
H -0.31 0.52 -1.90


Preferred: three; penalty for the next structure: 0.0025 hartree.


## one
10
Properties=species:S:1:pos:R:3 method="wB97M-V/def2-TZVPD" orbital_gap_ev=9.98 smiles="NNC(N)=O" lumo_ev=0.68 homo_energy_ev=-9.30
C -0.54 0.24 -0.01
H 1.58 1.08 -0.59
H 2.29 0.40 0.63
H 0.67 -1.67 -0.08
H -1.72 -1.23 0.02
H -2.38 0.40 0.45
N 1.76 0.16 -0.25
N 0.60 -0.56 0.11
N -1.77 -0.32 -0.27
O -0.49 1.49 -0.02


## two
10
Properties=species:S:1:pos:R:3 method="wB97M-V/def2-TZVPD" orbital_gap_ev=10.33 lumo_ev=0.75 homo_energy_ev=-9.58
C 0.35 -0.13 -0.28
H 0.25 2.00 -0.01
H 1.51 1.17 0.55
H 1.89 -1.03 0.31
H -1.04 -1.28 -0.86
H -1.86 -0.46 1.06
N 0.82 1.18 -0.25
N 0.90 -1.31 0.05
N -0.95 -0.30 -0.73
O -1.88 0.16 0.17


## three
10
Properties=species:S:1:pos:R:3 method="wB97M-V/def2-TZVPD" orbital_gap_ev=10.39 lumo_ev=0.74 homo_energy_ev=-9.66
C 0.61 -0.21 -0.24
H -0.56 1.49 -0.37
H 1.08 1.77 0.29
H 2.47 -0.32 0.25
H -1.20 -1.72 -0.35
H -1.62 -0.59 0.99
N 0.41 1.17 -0.28
N 1.59 -0.91 0.12
N -0.96 -0.70 -0.66
O -1.82 0.01 0.25


Preferred: one; penalty for the next structure: 0.0383 hartree.


## one
16
Properties=species:S:1:pos:R:3 method="wB97M-V/def2-TZVPD" orbital_gap_ev=9.71 lumo_ev=1.08 homo_energy_ev=-8.63
C -2.84 -0.40 0.71
C 3.07 0.58 0.35
C -1.91 -1.01 -0.08
C 2.12 -0.10 -0.15
C -0.67 -0.40 -0.61
C 0.27 0.34 0.35
P -0.64 1.51 -0.67
H -3.67 -1.06 1.08
H -2.78 0.64 0.91
H 4.05 0.16 0.00
H 3.01 1.25 1.12
H -2.23 -2.00 -0.37
H 2.01 -0.92 -0.82
H -0.28 -0.82 -1.42
H 0.24 0.45 1.33
H 0.24 1.80 -1.74


## two
16
Properties=species:S:1:pos:R:3 method="wB97M-V/def2-TZVPD" orbital_gap_ev=9.44 lumo_ev=1.08 homo_energy_ev=-8.37
C -1.00 -1.17 0.05
C 0.26 -0.79 -0.33
C -1.66 0.24 0.07
C 1.67 -1.32 -0.18
C -0.67 1.40 -0.01
C 0.62 0.77 -0.60
P 2.29 0.39 0.22
H -1.36 -1.97 0.61
H -2.60 0.41 -0.61
H -2.30 0.34 1.00
H 1.87 -2.03 0.59
H 2.09 -1.52 -1.11
H -1.02 2.24 -0.53
H -0.42 1.61 0.96
H 0.79 1.00 -1.59
H 1.43 0.42 1.45


Preferred: two; penalty for the next structure: 0.0709 hartree.